ORCA calculation (the ωB97M-V functional and the def2-TZVPD basis) on a structure of composition C15H25O4PTb in a non-equilibrium geometry.

Last column: Löwdin charge in e.
Element x y z (Å)
Tb1 0.0032 1.3245 -2.4024  1.33
C1 0.0547 2.5140 0.0160  -0.24
O1 0.3579 3.4024 0.6926  0.22
C2 -0.1559 3.8746 -2.2635  -0.04
O2 -0.1851 4.9204 -1.7810  0.23
C3 -1.9346 2.3730 -1.2943  -0.12
O3 -2.7490 2.9205 -0.6795  0.21
C4 1.9581 2.3432 -1.2723  -0.07
O4 2.6817 2.8480 -0.5334  0.22
C5 -0.0471 0.7341 -4.8755  -0.21
H1 0.8702 0.1416 -4.9812  0.09
H2 -0.9655 0.1385 -4.9473  0.09
C6 -0.0539 2.0542 -5.2466  -0.02
H3 -0.9696 2.5493 -5.5870  0.10
H4 0.8514 2.5485 -5.6149  0.10
C7 0.7056 -2.3053 -1.3027  -0.11
C8 -0.1104 -2.1382 -0.0126  -0.50
C9 0.3966 -3.1083 1.0514  -0.07
P1 -0.2231 -0.3237 0.4728  1.16
C10 -1.8280 -0.3127 1.4035  -0.51
C11 -2.1146 -1.5136 2.3183  -0.06
C12 -1.9459 0.9977 2.1712  -0.09
C13 1.2052 -0.0749 1.6450  -0.49
C14 1.0062 -0.5821 3.0906  -0.05
C15 2.5041 -0.6098 1.0352  -0.09
H5 1.7627 -2.0751 -1.1222  0.08
H6 0.3924 -1.6753 -2.1524  0.03
H7 0.6484 -3.3423 -1.6602  0.11
H8 -1.1675 -2.3912 -0.2212  0.12
H9 -0.1458 -2.9928 1.9876  0.06
H10 0.1948 -4.1187 0.6743  0.12
H11 1.4722 -3.0689 1.2656  0.08
H12 -2.5128 -0.3267 0.5327  0.12
H13 -1.4425 -1.5069 3.1922  0.09
H14 -3.1217 -1.3912 2.7329  0.12
H15 -2.1415 -2.5024 1.8342  0.09
H16 -1.8865 1.8652 1.5053  0.04
H17 -2.9408 1.0059 2.6233  0.11
H18 -1.2180 1.0681 2.9948  0.09
H19 1.1996 1.0368 1.6110  0.08
H20 0.9766 -1.6893 3.1220  0.09
H21 1.9029 -0.2730 3.6559  0.12
H22 0.1385 -0.1515 3.6261  0.08
H23 2.6578 -0.2653 0.0059  0.06
H24 3.3396 -0.2156 1.6226  0.11
H25 2.5794 -1.7057 1.0675  0.08

Properties
LUMO (alpha / beta) = -0.51090 / -0.44838 hartree
Frontier orbital gap (alpha / beta) = 5.88 / 7.08 eV
Total charge = +3
2S+1 = 7
Max |F| = 6.621 eV/A


ORCA calculation (the ωB97M-V functional and the def2-TZVPD basis) on a structure of composition C5H12NO in a non-equilibrium geometry.

Last column: Löwdin charge in e.
Element x y z (Å)
C1 0.4413 1.5300 -0.9167  -0.52
O1 0.1670 2.4638 -0.0517  -0.29
C2 -0.1993 -0.0060 -0.6929  -0.41
C3 0.2615 -0.5962 0.6708  -0.43
C4 0.3320 -2.0562 0.8513  -0.15
C5 -0.6312 0.0972 1.7405  -0.09
N1 -0.3283 -1.2201 -1.6559  -0.01
H1 0.0410 1.7293 -1.9461  0.08
H2 1.5489 1.2684 -0.9904  0.08
H3 -1.2505 0.3135 -0.5906  0.12
H4 1.3006 -0.2173 0.8655  0.13
H5 0.8998 -2.7209 0.2053  0.06
H6 0.5116 -2.3736 1.8902  0.07
H7 -0.6995 -2.4505 0.6700  0.08
H8 -0.7084 1.1736 1.6244  0.05
H9 -0.3493 -0.1961 2.7644  0.06
H10 -1.6302 -0.3333 1.5837  0.07
H11 0.5750 -0.4904 -1.5544  0.08
H12 -0.8860 -0.9643 -2.4712  0.01

Properties
LUMO = 0.15294 hartree
Frontier orbital gap = 6.98 eV
Total charge = -1
Max |F| = 6.101 eV/A
ΔE to the lowest compared entry with this formula, charge and spin = 343.4 kJ/mol